{
  "formula": "C41H47N8O2RhS3",
  "method": "ωB97M-V/def2-TZVPD",
  "symbols": ["Rh", "C", "N", "C", "C", "C", "C", "C", "N", "C", "C", "C", "C", "C", "C", "H", "H", "H", "H", "H", "H", "H", "H", "H", "H", "H", "C", "C", "N", "C", "C", "S", "C", "C", "S", "C", "N", "C", "H", "H", "H", "H", "H", "H", "H", "H", "C", "C", "N", "C", "C", "C", "O", "C", "C", "C", "C", "N", "C", "H", "H", "H", "H", "H", "H", "H", "H", "H", "H", "H", "H", "H", "H", "C", "C", "C", "N", "C", "S", "N", "C", "O", "C", "C", "C", "C", "C", "C", "H", "H", "H", "H", "H", "H", "H", "H", "H", "H", "H", "H", "H", "H"],
  "coordinates": [[0.62030, -0.68412, -0.37299], [-0.78737, -0.78684, 2.41631], [-0.42212, -1.44937, 1.16121], [-0.39515, -2.90267, 1.20514], [-0.24812, -3.45412, -0.80370], [0.03934, -4.66468, -1.65962], [0.72934, -4.03571, -2.81981], [0.56821, -2.66066, -2.73586], [-0.00574, -2.26048, -1.59646], [-2.00925, -1.30364, 3.14910], [-1.92149, -2.33019, 4.08554], [-3.04562, -2.73948, 4.79005], [-4.26250, -2.10138, 4.58982], [-4.35489, -1.05957, 3.67782], [-3.23587, -0.67137, 2.95538], [-0.92087, 0.27132, 2.20178], [0.09296, -0.86750, 3.06483], [-0.39026, -3.30116, 2.21763], [-0.88817, -5.12637, -2.02446], [1.20158, -4.55975, -3.63929], [0.88618, -1.94155, -3.47816], [-0.96482, -2.79434, 4.30083], [-2.96373, -3.53888, 5.51486], [-5.13237, -2.40461, 5.15841], [-5.29502, -0.54119, 3.53685], [-3.31090, 0.16035, 2.26644], [3.90069, -1.25753, -1.35820], [3.03310, -0.46466, -2.27731], [1.81408, -0.06902, -1.99246], [1.22723, 0.64441, -3.02708], [2.02550, 0.78485, -4.10905], [3.52483, 0.02222, -3.83169], [-0.14579, 1.10614, -2.81556], [-0.96589, 1.74883, -3.68071], [-2.48130, 2.01396, -2.94623], [-1.94417, 1.24487, -1.51328], [-0.70886, 0.83024, -1.58435], [-2.80557, 1.09476, -0.30638], [3.35823, -1.49085, -0.44415], [4.79957, -0.69729, -1.10057], [4.21596, -2.19100, -1.82611], [1.82134, 1.30982, -5.02883], [-0.76728, 2.06958, -4.69134], [-3.82641, 0.82540, -0.57504], [-2.84086, 2.02738, 0.25933], [-2.38579, 0.31606, 0.32371], [-4.85765, -3.62375, -0.35365], [-4.35697, -4.03406, 1.02743], [-3.91447, -5.41528, 1.10731], [-4.94994, -6.39663, 1.45504], [-5.19141, -6.47621, 2.95573], [-2.63522, -5.85906, 1.05542], [-2.35648, -7.02197, 1.33607], [-1.50371, -5.01530, 0.58280], [-0.19593, -5.69579, 0.58723], [0.69838, -5.58116, -0.64901], [1.03751, -4.79640, 0.57813], [0.73089, -3.38712, 0.34189], [-1.41204, -3.55130, 0.20719], [-5.13228, -2.56554, -0.36645], [-5.74222, -4.19914, -0.62840], [-4.10592, -3.80244, -1.12523], [-5.17084, -3.92499, 1.74276], [-3.57410, -3.37269, 1.39380], [-4.63430, -7.36596, 1.08119], [-5.86120, -6.10709, 0.92836], [-4.28576, -6.81013, 3.46184], [-5.98786, -7.18928, 3.17128], [-5.48940, -5.50866, 3.36752], [-0.16077, -6.63294, 1.11959], [1.26368, -6.44794, -0.95896], [1.88147, -5.01789, 1.21474], [-2.32556, -3.01734, -0.02115], [2.60822, 4.73623, 3.69650], [3.83259, 3.82676, 3.66021], [3.59347, 2.51586, 2.92586], [3.23384, 2.79298, 1.52597], [2.45329, 2.08940, 0.74262], [1.71308, 0.64767, 1.28688], [2.20416, 2.50567, -0.53525], [2.96202, 3.29349, -1.43537], [2.82362, 3.07142, -2.61100], [3.84857, 4.35166, -0.88502], [3.31860, 5.39424, -0.12754], [4.15798, 6.39047, 0.34712], [5.52034, 6.33823, 0.07468], [6.04178, 5.30579, -0.69465], [5.20535, 4.31515, -1.18707], [2.79946, 5.61752, 4.30700], [1.74799, 4.21553, 4.12400], [2.32601, 5.08518, 2.70026], [4.13445, 3.57159, 4.67664], [4.68349, 4.34565, 3.20746], [2.78261, 1.95788, 3.38854], [4.48730, 1.89072, 2.94055], [3.64768, 3.63039, 1.12515], [1.56648, 1.89563, -1.03070], [2.25130, 5.44596, 0.05815], [3.74832, 7.21192, 0.91986], [6.17449, 7.11353, 0.45125], [7.09904, 5.27853, -0.92191], [5.59803, 3.52088, -1.80973]],
  "atomic_forces_ev_per_a": [[0.0, 0.4, -0.1], [-0.2, 0.1, -0.2], [0.0, -0.4, 0.2], [0.0, 0.0, 0.0], [0.0, 0.1, 0.0], [0.1, 0.0, -0.1], [0.0, -0.1, -0.1], [-0.1, -0.1, 0.0], [0.0, -0.2, 0.1], [0.0, 0.0, -0.1], [0.0, 0.0, 0.0], [0.0, 0.0, 0.0], [0.0, -0.1, 0.0], [0.0, -0.1, -0.1], [0.0, 0.0, 0.0], [0.1, 0.0, 0.0], [0.1, 0.0, 0.1], [0.0, 0.1, 0.0], [0.0, 0.0, 0.0], [0.0, 0.0, 0.0], [0.0, 0.0, 0.0], [0.0, 0.0, 0.0], [0.0, 0.0, 0.0], [0.0, 0.0, 0.0], [0.0, 0.0, 0.0], [0.0, 0.0, 0.0], [0.0, 0.0, -0.1], [0.0, 0.1, 0.1], [-0.1, -0.1, 0.0], [-0.2, -0.3, 0.0], [-0.1, -0.1, -0.2], [0.1, 0.0, -0.1], [0.2, -0.1, 0.1], [0.0, 0.1, -0.1], [-0.1, 0.0, 0.0], [0.0, 0.1, 0.0], [0.0, -0.1, 0.0], [0.0, 0.0, -0.1], [0.0, 0.0, 0.0], [0.0, 0.0, 0.0], [0.0, 0.0, 0.0], [0.0, 0.0, 0.1], [0.0, 0.0, 0.0], [0.0, 0.0, 0.0], [0.0, 0.0, 0.0], [0.0, -0.1, 0.0], [0.0, 0.0, 0.0], [0.0, 0.0, 0.0], [-0.2, 0.1, 0.0], [0.0, 0.0, 0.1], [0.0, 0.0, 0.0], [0.2, 0.0, -0.2], [0.0, -0.1, 0.0], [0.0, 0.1, 0.1], [0.0, 0.1, 0.1], [0.1, -0.1, -0.2], [-0.2, 0.0, 0.0], [-0.1, -0.1, 0.1], [0.2, 0.1, 0.0], [0.0, -0.1, 0.0], [0.0, 0.0, 0.0], [0.0, 0.0, 0.0], [-0.1, 0.0, 0.1], [0.0, 0.0, 0.1], [0.0, 0.0, -0.1], [0.0, 0.0, 0.0], [0.0, 0.0, 0.0], [0.0, 0.0, 0.0], [0.0, 0.0, 0.0], [0.0, 0.0, 0.0], [0.0, 0.0, 0.0], [0.0, 0.0, 0.0], [0.0, -0.1, 0.0], [0.0, -0.1, 0.0], [0.0, 0.0, 0.0], [0.0, 0.0, -0.1], [0.1, 0.0, 0.1], [0.0, 0.1, -0.1], [0.0, -0.1, 0.2], [-0.1, 0.1, -0.2], [0.0, 0.1, 0.1], [0.1, 0.2, 0.1], [0.0, 0.0, -0.1], [-0.1, 0.1, 0.0], [0.0, 0.0, 0.0], [0.0, 0.0, 0.0], [0.0, 0.0, 0.0], [0.0, 0.0, 0.0], [0.0, 0.0, 0.0], [0.0, 0.0, 0.0], [0.0, 0.0, 0.0], [0.0, 0.0, 0.0], [0.0, 0.0, 0.0], [-0.1, 0.0, 0.0], [0.0, 0.0, 0.0], [-0.1, -0.1, 0.1], [0.1, 0.1, 0.1], [0.0, 0.0, 0.0], [0.0, 0.0, 0.0], [0.0, 0.0, 0.0], [0.0, 0.0, 0.0], [0.0, 0.0, 0.0]],
  "lowdin_spin": [1.0105, 0.0623, 0.6282, 0.0871, 0.0363, 0.0620, 0.3829, 0.0519, 0.3801, 0.0156, 0.0000, 0.0010, -0.0012, 0.0013, 0.0011, 0.0021, 0.0306, 0.0051, 0.0208, 0.0181, -0.0030, 0.0005, 0.0001, -0.0001, 0.0002, -0.0001, 0.0062, 0.0011, 0.0026, 0.0009, -0.0004, 0.0003, 0.0034, 0.0026, 0.0072, 0.0034, 0.0799, -0.0003, 0.0047, 0.0003, 0.0003, 0.0000, 0.0004, -0.0002, -0.0001, 0.0003, 0.0011, 0.0022, 0.0340, 0.0031, 0.0031, 0.0637, 0.0898, 0.5070, 0.0634, 0.0687, 0.0470, 0.0717, 0.1044, 0.0000, 0.0001, 0.0003, 0.0008, 0.0001, 0.0004, 0.0006, 0.0000, 0.0003, 0.0000, 0.0007, 0.0036, 0.0044, 0.0012, 0.0000, 0.0000, 0.0004, 0.0032, 0.0032, 0.0147, 0.0005, 0.0001, 0.0001, 0.0000, 0.0000, 0.0000, 0.0000, 0.0000, 0.0000, 0.0000, 0.0000, 0.0000, 0.0000, 0.0000, 0.0002, 0.0001, 0.0001, -0.0001, 0.0000, 0.0000, 0.0000, 0.0000, 0.0000],
  "e_homo_ev": [-12.15, -12.82],
  "s2": 6.04,
  "orbital_gap_ha": [0.2695, 0.2205],
  "energy_ev": -94794.913,
  "total_charge": 2,
  "e_above_lowest_kcal_mol": 64.6,
  "multiplicity": 5
}